[1]
{"formula": "C5H10O", "method": "the ωB97M-V functional and the def2-TZVPD basis", "multiplicity": 1, "lumo_ev": [-0.19, -0.19], "homo_lumo_gap_ev": [8.1, 8.1], "de_lowest_kj_mol": 516.9, "elements": ["C", "C", "C", "O", "C", "C", "H", "H", "H", "H", "H", "H", "H", "H", "H", "H"], "coordinates": [[1.25263, -0.65962, 0.31870], [0.48813, -1.30904, -0.64663], [-1.34652, -1.04654, -0.21888], [-1.78511, 0.12071, -0.42301], [-0.65119, 1.73090, 0.48508], [0.64827, 1.59948, 0.09582], [2.15054, -0.10142, 0.10936], [1.16664, -1.02341, 1.34662], [0.62062, -0.97054, -1.67484], [0.41135, -2.39003, -0.54139], [-1.32179, -1.40730, 0.83127], [-1.66854, -1.82580, -0.92698], [-0.88517, 1.65711, 1.54651], [-1.42717, 2.13110, -0.14551], [1.45121, 1.77387, 0.80272], [0.89610, 1.72052, -0.95884]]}

---

[2]
{"formula": "C20H26ClN3O2S", "method": "the ωB97M-V functional and the def2-TZVPD basis", "multiplicity": 1, "lumo_ev": 0.71, "homo_lumo_gap_ev": 8.8, "de_lowest_kj_mol": 1.8, "elements": ["C", "C", "C", "C", "O", "C", "C", "C", "C", "C", "C", "C", "Cl", "N", "C", "S", "C", "N", "C", "N", "C", "C", "O", "C", "C", "C", "C", "H", "H", "H", "H", "H", "H", "H", "H", "H", "H", "H", "H", "H", "H", "H", "H", "H", "H", "H", "H", "H", "H", "H", "H", "H", "H"], "coordinates": [[-8.45644, -0.91266, -1.33868], [-6.94633, -0.83697, -1.52613], [-6.26712, -0.16788, -0.33491], [-4.75512, -0.08860, -0.51490], [-4.21778, 0.54207, 0.62891], [-2.87242, 0.72215, 0.71127], [-2.41102, 1.33939, 1.87489], [-1.06469, 1.56469, 2.06172], [-0.13933, 1.18616, 1.09687], [1.33829, 1.44052, 1.28318], [2.13724, 0.20638, 0.96888], [1.83084, -1.01881, 1.53977], [0.71357, -1.12259, 2.84508], [2.33697, -2.17651, 1.15225], [3.15922, -2.12636, 0.11630], [3.75274, -3.63029, -0.52606], [2.89911, -4.79831, 0.57072], [3.60879, -1.02911, -0.45937], [3.15834, 0.14405, -0.01343], [3.66975, 1.26789, -0.60656], [4.20467, 2.34404, 0.21066], [5.69529, 2.09219, 0.49207], [6.43438, 1.95766, -0.69516], [5.94395, 0.88470, -1.47318], [4.46589, 1.09147, -1.81125], [-0.60275, 0.58315, -0.06213], [-1.95198, 0.34601, -0.26076], [-8.87734, 0.08419, -1.23026], [-8.92411, -1.39199, -2.19526], [-8.70145, -1.48597, -0.44768], [-6.54460, -1.84490, -1.65256], [-6.72033, -0.27415, -2.43474], [-6.47971, -0.72650, 0.57807], [-6.65529, 0.84353, -0.20348], [-4.33499, -1.09856, -0.62520], [-4.51312, 0.49045, -1.41778], [-3.13309, 1.62750, 2.62236], [-0.72651, 2.03439, 2.97397], [1.52108, 1.76559, 2.31101], [1.63003, 2.24090, 0.60058], [3.18461, -4.59223, 1.59648], [3.21544, -5.79178, 0.27148], [1.82766, -4.68047, 0.44972], [3.67812, 2.41146, 1.15992], [4.09113, 3.28185, -0.34244], [6.12855, 2.93643, 1.03147], [5.79297, 1.17970, 1.10276], [6.55052, 0.86227, -2.37897], [6.05791, -0.06387, -0.93000], [4.08578, 0.23218, -2.36040], [4.35105, 2.00186, -2.40790], [0.10142, 0.28517, -0.82691], [-2.26982, -0.13149, -1.17432]]}

---

[3]
{"formula": "C10H22F2O4V", "method": "the ωB97M-V functional and the def2-TZVPD basis", "multiplicity": 3, "lumo_ev": [2.76, 2.76], "homo_lumo_gap_ev": [7.3, 7.5], "total_charge": -1, "s_squared": 2.012, "de_lowest_kj_mol": 49.0, "elements": ["V", "C", "C", "O", "H", "H", "H", "H", "H", "C", "C", "O", "H", "H", "H", "H", "H", "F", "F", "C", "C", "O", "C", "H", "H", "H", "H", "H", "H", "C", "C", "O", "C", "H", "H", "H", "H", "H", "H"], "coordinates": [[23.90053, 32.98174, 0.21597], [24.51710, 34.44593, -3.83514], [25.02908, 33.45255, -2.77665], [24.75600, 33.88197, -1.49700], [23.53320, 34.85639, -3.61670], [24.51260, 33.96091, -4.82048], [25.22433, 35.26630, -3.98368], [26.11158, 33.32270, -2.93510], [24.63437, 32.44265, -2.97629], [26.54865, 30.06100, 2.24430], [26.53977, 31.06456, 1.11150], [25.31698, 31.72282, 1.00428], [26.40091, 30.56616, 3.19614], [27.51370, 29.53934, 2.24973], [25.82908, 29.26747, 2.03137], [26.69934, 30.56724, 0.14355], [27.30988, 31.82993, 1.28111], [22.32939, 32.38250, 1.39166], [23.55499, 34.98454, 0.92427], [19.65523, 33.27544, -1.31797], [20.91818, 34.12900, -1.35586], [21.97769, 33.67303, -1.04724], [20.72046, 35.56004, -1.79830], [19.09463, 33.66591, -0.47044], [19.94043, 32.22980, -1.24976], [19.14456, 33.39953, -2.27654], [21.61789, 36.13473, -1.58943], [19.77045, 35.98528, -1.47976], [20.58723, 35.47037, -2.88553], [21.75461, 29.97826, -2.34061], [22.83956, 30.17456, -1.32343], [23.22613, 31.25488, -1.00446], [23.26301, 28.95403, -0.55177], [21.93525, 29.11721, -2.98788], [21.80601, 30.84688, -3.00381], [20.75210, 29.86191, -1.93362], [23.22522, 29.18633, 0.51507], [24.24456, 28.56592, -0.81625], [22.51232, 28.16699, -0.66037]]}

---

[4]
{"formula": "C2H8N4O2Sn", "method": "the ωB97M-V functional and the def2-TZVPD basis", "multiplicity": 1, "lumo_ev": -10.95, "homo_lumo_gap_ev": 6.0, "total_charge": 2, "de_lowest_kj_mol": 211.9, "elements": ["Sn", "C", "O", "N", "N", "H", "H", "H", "H", "C", "O", "N", "N", "H", "H", "H", "H"], "coordinates": [[0.59444, 2.27547, -0.67021], [-1.03157, -0.63630, -2.86529], [-0.78224, 0.04995, -1.84329], [-0.56491, -1.91057, -2.99848], [-1.69256, -0.16613, -3.91603], [-0.75051, -2.30328, -3.90338], [-0.33546, -2.41077, -2.15796], [-2.10237, 0.75082, -3.90659], [-1.85467, -0.82898, -4.65416], [0.78125, 0.89986, 3.03342], [0.23459, 1.56475, 2.11236], [0.53387, -0.40534, 3.27048], [1.88384, 1.35097, 3.63870], [-0.41992, -0.65825, 3.05165], [1.07125, -0.83538, 4.00292], [2.12978, 2.28004, 3.33183], [2.30521, 0.98314, 4.47402]]}

---

[5]
{"formula": "C3H11N", "method": "the ωB97M-V functional and the def2-TZVPD basis", "multiplicity": 1, "lumo_ev": 1.05, "homo_lumo_gap_ev": 9.8, "de_lowest_kj_mol": 141.5, "elements": ["C", "N", "C", "H", "H", "H", "H", "H", "H", "H", "C", "H", "H", "H", "H"], "coordinates": [[0.10298, -0.54930, -0.39376], [0.72308, -0.77670, -1.63991], [1.99459, 0.04510, -1.99117], [-0.10785, 0.45322, -0.07989], [-0.87677, -1.14328, -0.30016], [0.70989, -0.85879, 0.43222], [-0.00591, -0.60210, -2.32809], [1.82785, 1.00511, -2.39602], [2.55569, -0.43677, -2.84374], [2.68016, -0.05307, -1.11338], [-1.90335, 0.52403, 2.52946], [-1.58260, 1.62769, 2.51985], [-1.23682, 0.06818, 3.25928], [-1.91771, 0.36464, 1.42750], [-2.96323, 0.33206, 2.91780]]}

---

[6]
{"formula": "C20H41N2P3RuS", "method": "the ωB97M-V functional and the def2-TZVPD basis", "multiplicity": 5, "lumo_ev": [-13.72, -15.09], "homo_lumo_gap_ev": [6.8, 5.7], "total_charge": 4, "s_squared": 6.035, "de_lowest_kj_mol": 0.5, "elements": ["Ru", "P", "P", "P", "H", "C", "C", "H", "C", "C", "C", "C", "C", "C", "C", "C", "C", "H", "H", "H", "H", "H", "H", "H", "H", "H", "H", "H", "H", "H", "H", "H", "H", "H", "H", "H", "H", "H", "H", "H", "H", "H", "H", "H", "H", "H", "C", "C", "C", "C", "C", "C", "S", "H", "H", "H", "H", "H", "H", "N", "C", "C", "N", "C", "H", "H", "H", "H"], "coordinates": [[-0.05133, -1.14292, -0.55376], [-1.11905, -0.93561, -2.48597], [2.08977, -0.91604, -1.25546], [-1.78694, -0.79684, 0.91742], [3.64182, 2.20655, 0.04759], [2.98918, 2.57050, 0.84981], [2.98335, 2.01195, 2.06682], [3.63930, 1.17155, 2.31948], [-1.26085, 0.81787, -2.97759], [-0.42554, -1.73697, -3.97444], [-2.83875, -1.54617, -2.48872], [3.30195, -0.79312, 0.08633], [2.69544, -2.32080, -2.26114], [2.41347, 0.56133, -2.27483], [-1.21823, -0.44001, 2.60880], [-2.84150, -2.28286, 1.12903], [-3.01644, 0.51194, 0.56691], [2.43869, 3.49422, 0.63654], [2.37937, 2.41505, 2.88212], [-1.80535, 0.88320, -3.92897], [-0.26454, 1.25619, -3.10266], [-1.79187, 1.38862, -2.20648], [-1.10200, -1.56900, -4.82299], [-0.34590, -2.81609, -3.78922], [0.56792, -1.34218, -4.21707], [-3.23463, -1.48725, -3.51118], [-3.47975, -0.96072, -1.82031], [-2.85130, -2.59450, -2.16447], [4.31533, -0.87996, -0.32644], [3.13877, -1.60334, 0.80539], [3.19844, 0.16731, 0.59964], [3.60893, -2.03333, -2.79961], [1.92601, -2.63107, -2.97799], [2.91471, -3.16316, -1.59315], [3.45037, 0.53113, -2.63649], [2.25950, 1.45973, -1.66413], [1.73730, 0.58591, -3.13734], [-2.08664, -0.34480, 3.27398], [-0.64851, 0.49866, 2.61184], [-0.57352, -1.24957, 2.96992], [-3.83994, -1.97241, 1.46536], [-2.39730, -2.94628, 1.88133], [-2.93535, -2.82953, 0.18319], [-2.69247, 1.45392, 1.02549], [-3.98584, 0.21071, 0.98647], [-3.13050, 0.67875, -0.50917], [-0.54053, 3.54377, 1.31101], [-1.31446, 4.46774, 0.56175], [-1.62790, 5.70469, 1.10702], [-1.17783, 6.03968, 2.39447], [-0.44009, 5.12248, 3.15321], [-0.13428, 3.87288, 2.62919], [-0.04322, 2.09684, 0.60324], [-0.15821, -2.51597, -1.36316], [-1.62115, 4.17790, -0.43934], [-2.22529, 6.41109, 0.53149], [-1.41535, 7.01827, 2.81275], [-0.10273, 5.37206, 4.15972], [0.43874, 3.14360, 3.19158], [0.51181, -4.94661, 1.36106], [1.17606, -4.17496, 2.30320], [1.14008, -2.88472, 1.85111], [0.46549, -2.87722, 0.63283], [0.08684, -4.12877, 0.37089], [0.34294, -5.94713, 1.38590], [1.60615, -4.57433, 3.20281], [1.53671, -1.98493, 2.29753], [-0.46935, -4.47695, -0.49213]]}

---

[7]
{"formula": "C38H53Cl5N6O3SSbSi3Zr", "method": "the ωB97M-V functional and the def2-TZVPD basis", "multiplicity": 1, "lumo_ev": -7.83, "homo_lumo_gap_ev": 7.4, "total_charge": 3, "de_lowest_kj_mol": 51.3, "elements": ["Zr", "N", "C", "C", "C", "C", "C", "C", "N", "C", "C", "C", "S", "C", "N", "H", "H", "H", "H", "H", "H", "H", "Cl", "C", "C", "C", "Cl", "C", "Cl", "C", "Cl", "C", "Cl", "C", "C", "O", "N", "C", "C", "C", "C", "C", "C", "N", "H", "H", "H", "H", "H", "H", "H", "H", "H", "H", "C", "Si", "C", "C", "Sb", "Si", "C", "C", "C", "Si", "C", "C", "C", "H", "H", "H", "H", "H", "H", "H", "H", "H", "H", "H", "H", "H", "H", "H", "H", "H", "H", "H", "H", "H", "H", "H", "H", "H", "H", "H", "O", "C", "O", "C", "N", "C", "C", "C", "H", "H", "H", "H", "H", "H", "H", "H", "H"], "coordinates": [[0.57958, -0.65171, 0.35761], [3.06773, -4.35142, 1.36242], [2.66953, -4.71353, 0.09612], [2.88127, -5.88016, -0.63179], [2.37067, -5.91467, -1.91003], [1.68721, -4.81009, -2.43466], [1.48457, -3.66142, -1.69556], [1.97526, -3.61221, -0.38753], [1.94208, -2.59666, 0.60638], [2.64254, -3.10368, 1.63372], [3.02423, -2.52185, 2.92201], [3.67795, -3.20853, 3.91023], [3.98511, -2.18907, 5.22843], [3.21933, -0.90834, 4.39151], [2.77145, -1.21252, 3.21208], [3.63417, -4.91520, 1.97260], [3.43775, -6.71291, -0.21877], [2.51458, -6.79514, -2.52209], [1.32457, -4.85780, -3.45510], [0.98926, -2.82324, -2.14003], [4.00508, -4.23821, 3.94025], [3.14102, 0.08036, 4.82900], [4.07553, -1.15352, -1.36400], [3.89281, -0.06289, -0.02930], [2.61239, 0.25287, 0.44914], [2.61913, 1.08911, 1.55725], [1.04141, 1.34105, 2.26482], [3.73450, 1.61481, 2.17352], [3.60141, 2.55056, 3.60559], [4.97955, 1.32014, 1.62381], [6.39335, 1.96966, 2.31385], [5.05953, 0.46750, 0.51848], [6.58504, 0.06592, -0.13318], [-1.39932, -4.73648, -0.39627], [-1.38267, -3.28554, -0.75772], [-0.71494, -2.45410, -0.11099], [-2.11034, -2.87897, -1.78900], [-2.07918, -1.47554, -2.19467], [-0.78293, -1.12285, -2.88438], [-0.65049, -1.31460, -4.24886], [0.54988, -1.01146, -4.87480], [1.56777, -0.45433, -4.11916], [1.35340, -0.25857, -2.77321], [0.22814, -0.64150, -2.13717], [-0.88524, -4.88572, 0.54944], [-0.88081, -5.31218, -1.16644], [-2.42272, -5.10986, -0.32794], [-2.59708, -3.55380, -2.35862], [-2.20012, -0.85644, -1.30867], [-2.91908, -1.29561, -2.85910], [-1.49129, -1.69174, -4.81901], [0.67479, -1.17649, -5.93828], [2.50883, -0.16589, -4.56809], [2.09769, 0.23458, -2.16593], [-2.30093, 4.37425, -2.63723], [-1.50997, 2.69696, -2.83368], [-0.15763, 2.70499, -4.12926], [-2.86092, 1.48886, -3.32630], [-0.35037, 1.96077, -0.58211], [1.30506, 4.06634, -0.56631], [2.88465, 3.40181, -1.30989], [1.46128, 4.63653, 1.20465], [0.70961, 5.49457, -1.60244], [-2.20625, 2.92582, 0.98873], [-2.44561, 4.76685, 0.82034], [-1.87826, 2.63153, 2.83036], [-3.79783, 2.03534, 0.48963], [-2.28243, 4.87664, -3.61093], [-1.78382, 5.01558, -1.92568], [-3.34732, 4.28530, -2.33335], [-0.59936, 2.53829, -5.11750], [0.58676, 1.92709, -3.95484], [0.36189, 3.66554, -4.16514], [-3.57631, 2.02083, -3.96269], [-3.41666, 1.10008, -2.46790], [-2.46768, 0.65399, -3.91086], [3.20122, 2.46218, -0.85965], [3.68976, 4.13261, -1.16809], [2.76268, 3.25233, -2.38742], [2.21736, 4.07522, 1.75328], [0.51694, 4.56316, 1.74916], [1.76663, 5.68815, 1.20559], [0.37088, 5.20791, -2.59841], [1.56547, 6.16710, -1.72664], [-0.08516, 6.06439, -1.11538], [-1.49639, 5.30676, 0.88454], [-3.08528, 5.12357, 1.63391], [-2.92667, 5.03503, -0.12066], [-1.13572, 3.35313, 3.18621], [-1.50032, 1.63875, 3.08569], [-2.79335, 2.82268, 3.40344], [-4.16428, 2.46319, -0.44950], [-4.60117, 2.17217, 1.22425], [-3.63817, 0.96749, 0.30859], [-0.08132, -1.53556, 2.31284], [-1.20574, -0.99220, 2.28246], [-1.56214, -0.30032, 1.28612], [-2.13798, -1.13933, 3.46947], [-3.41227, -0.39341, 3.16740], [-4.40614, -1.42546, 2.70924], [-4.09960, -2.60626, 3.61515], [-2.56119, -2.60420, 3.72946], [-1.64140, -0.69168, 4.32753], [-3.23190, 0.31046, 2.44652], [-3.75748, 0.07842, 4.00198], [-4.18108, -1.64493, 1.66598], [-5.41778, -1.03535, 2.78144], [-4.48441, -3.53618, 3.20470], [-4.56022, -2.46331, 4.59377], [-2.10153, -3.25893, 2.99115], [-2.23402, -2.93564, 4.71036]]}

---

[8]
{"formula": "C2H10O4", "method": "the ωB97M-V functional and the def2-TZVPD basis", "multiplicity": 1, "lumo_ev": 0.66, "homo_lumo_gap_ev": 10.0, "de_lowest_kj_mol": 81.6, "elements": ["C", "C", "O", "H", "H", "H", "H", "O", "H", "H", "O", "H", "H", "O", "H", "H"], "coordinates": [[-1.20667, -2.19524, -0.88202], [-1.35137, -1.21033, 0.01786], [-0.35478, -0.76532, 0.81754], [-2.13369, -2.46379, -1.36533], [-0.19667, -2.48043, -1.13568], [-2.35099, -0.82795, 0.23526], [-0.16535, 0.18081, 0.61460], [1.69621, 1.77634, 3.06154], [0.95146, 1.13147, 3.06511], [2.25711, 1.30991, 3.68253], [0.53167, 0.11057, -2.61731], [-0.21691, -0.16261, -2.10969], [0.34249, -0.14773, -3.52091], [0.42245, 1.74363, 0.12705], [0.76724, 1.92618, -0.76922], [1.00780, 2.07450, 0.77867]]}

---

Number 1: E -7389.4082 eV. Number 2: E -53085.1640 eV. Number 3: E -50041.5914 eV. Number 4: E -18074.0635 eV. Number 5: E -4778.0295 eV. Number 6: E -65625.8693 eV. Number 7: E -160233.6577 eV. Number 8: E -10425.3465 eV.